Entry P
Molecular formula: C8H14N4O5
Method: DFT, ωB97M-V/def2-TZVPD

## Properties
Lowest unoccupied orbital energy: 0.32 eV
SMILES: NC(=O)C[C@H](NC(=O)[C@@H](N)CC(N)=O)C(=O)O
Gap between HOMO and LUMO: 10.102 eV
E_HOMO: -9.786 eV

```
! RIJCOSX wB97M-V def2-TZVPD def2/J DEFGRID3
* xyz 0 1
N -2.90 0.48 0.27
C -2.19 0.86 -0.88
O -2.38 0.31 -1.98
C -1.09 1.94 -0.64
C 0.06 1.81 0.42
N 0.71 0.56 0.37
C 0.28 -0.61 0.90
O -0.75 -0.59 1.68
C 1.06 -1.92 0.41
N 0.43 -3.15 0.93
C 0.96 -2.06 -1.08
C 2.28 -1.63 -1.88
N 2.07 -1.48 -3.22
O 3.32 -1.22 -1.40
C -0.27 2.24 1.86
O 0.47 2.82 2.65
O -1.59 2.19 2.00
H -3.72 -0.09 0.29
H -2.33 0.00 1.00
H -0.71 2.11 -1.65
H -1.67 2.71 -0.09
H 0.69 2.55 0.00
H 1.53 0.52 -0.29
H 2.15 -1.82 0.64
H -0.08 -3.66 0.25
H -0.02 -2.98 1.77
H 0.86 -3.05 -1.41
H 0.06 -1.43 -1.47
H 1.22 -1.86 -3.62
H 2.76 -0.97 -3.79
H -2.01 1.38 1.65
*
```

=====

Entry Q
Molecular formula: C8H14N4O5
Method: DFT, ωB97M-V/def2-TZVPD

## Properties
Lowest unoccupied orbital energy: 0.24 eV
SMILES: NC(=O)C[C@H](NC(=O)[C@@H](N)CC(N)=O)C(=O)O
Gap between HOMO and LUMO: 9.931 eV
E_HOMO: -9.691 eV

```
! RIJCOSX wB97M-V def2-TZVPD def2/J DEFGRID3
* xyz 0 1
N 2.51 2.98 -0.35
C 1.72 1.89 -0.33
O 0.55 1.93 -0.82
C 2.38 0.60 0.23
C 2.05 -0.65 -0.55
N 0.65 -0.99 -0.53
C -0.02 -0.97 0.68
O 0.65 -1.15 1.71
C -1.52 -0.58 0.72
N -1.58 0.76 1.30
C -2.26 -0.62 -0.67
C -3.81 -0.58 -0.49
N -4.27 0.25 0.52
O -4.56 -1.19 -1.24
C 2.88 -1.85 -0.22
O 3.96 -1.79 0.25
O 2.25 -3.02 -0.56
H 2.14 3.80 -0.90
H 3.53 2.98 -0.21
H 2.19 0.40 1.25
H 3.47 0.81 0.10
H 2.41 -0.51 -1.55
H 0.19 -0.56 -1.33
H -1.93 -1.31 1.36
H -1.14 0.67 2.26
H -0.90 1.33 0.75
H -1.91 -1.46 -1.22
H -2.07 0.33 -1.15
H -3.63 0.84 1.09
H -5.24 0.42 0.64
H 1.31 -2.75 -0.72
*
```

=====

Entry R
Molecular formula: C8H14N4O5
Method: DFT, ωB97M-V/def2-TZVPD

## Properties
Lowest unoccupied orbital energy: 0.01 eV
SMILES: NC(=O)C[C@H](NC(=O)[C@@H](N)CC(N)=O)C(=O)O
Gap between HOMO and LUMO: 9.544 eV
E_HOMO: -9.536 eV

```
! RIJCOSX wB97M-V def2-TZVPD def2/J DEFGRID3
* xyz 0 1
N 1.26 -3.03 -0.10
C 2.10 -1.92 0.13
O 3.15 -2.03 0.76
C 1.69 -0.77 -0.61
C 1.74 0.60 0.26
N 0.51 1.20 0.22
C -0.52 0.58 0.87
O -0.40 -0.50 1.59
C -1.84 1.46 0.48
N -1.47 2.84 0.03
C -2.30 0.51 -0.70
C -2.01 -1.04 -0.59
N -3.11 -1.50 0.11
O -0.95 -1.68 -0.77
C 2.94 1.40 -0.06
O 2.80 2.62 -0.14
O 4.08 0.73 -0.45
H 0.32 -2.96 -0.36
H 1.53 -3.68 0.55
H 0.55 -0.87 -0.91
H 2.28 -0.46 -1.54
H 1.67 0.17 1.34
H 0.13 2.03 -0.35
H -2.52 1.38 1.42
H -2.38 3.44 -0.38
H -1.02 3.42 0.79
H -3.34 0.70 -1.09
H -1.54 0.76 -1.50
H -3.21 -2.45 0.51
H -4.09 -0.85 0.48
H 3.95 -0.10 0.02
*
```

=====

What is the stability order? It is entry Q, entry P, entry R, from most stable to least stable.

=====

Entry P
Molecular formula: C10H12O3S
Method: DFT, ωB97M-V/def2-TZVPD

## Properties
Lowest unoccupied orbital energy (spin up / spin down): 0.64 / 0.47 eV
Gap between HOMO and LUMO (spin up / spin down): 8.183 / 7.136 eV
E_HOMO (spin up / spin down): -7.544 / -6.670 eV

```
! RIJCOSX wB97M-V def2-TZVPD def2/J DEFGRID3
* xyz 0 1
C -0.91 -2.63 1.79
C -1.83 -1.79 1.22
C 0.42 -2.48 1.60
C -0.02 -0.50 0.34
C -1.40 -0.80 0.37
C 0.87 -1.30 1.00
C 2.51 0.59 0.01
C -3.51 0.23 -0.30
C 2.90 2.95 0.18
C 3.07 -0.35 -2.07
O -2.10 0.09 -0.39
O 2.36 1.73 0.72
O 2.67 0.63 -1.24
S 2.58 -0.87 0.95
H -1.10 -3.53 2.29
H -2.95 -1.88 1.46
H 0.99 -3.21 2.15
H -3.71 0.72 -1.28
H -3.76 1.11 0.37
H -4.05 -0.56 0.24
H 2.64 3.81 0.95
H 2.53 3.09 -0.85
H 4.07 2.72 0.24
H 2.75 -0.23 -3.09
H 0.28 0.39 -0.12
H 3.06 -1.29 -1.54
*
```

=====

Entry Q
Molecular formula: C10H12O3S
Method: DFT, ωB97M-V/def2-TZVPD

## Properties
Lowest unoccupied orbital energy: 0.59 eV
Gap between HOMO and LUMO: 9.646 eV
E_HOMO: -9.060 eV

```
! RIJCOSX wB97M-V def2-TZVPD def2/J DEFGRID3
* xyz 0 1
C -0.71 -2.64 -0.37
C 0.22 -3.04 0.52
C -0.73 -1.30 -0.78
C 1.04 -2.06 1.13
C 0.15 -0.35 -0.29
C 1.02 -0.72 0.78
C 0.17 0.99 -1.16
C -0.26 1.85 0.02
C -0.50 1.02 -2.54
C -1.66 2.57 -0.06
O 1.30 0.27 3.26
O 3.10 -1.04 2.39
O 0.46 2.03 0.95
S 2.33 0.08 2.01
H -1.40 -3.34 -0.66
H 0.49 -4.09 0.74
H -1.49 -1.31 -1.50
H 1.67 -2.17 1.90
H 1.23 1.12 -1.26
H 0.24 0.38 -3.21
H -0.61 2.05 -2.93
H -1.46 0.46 -2.44
H -1.61 3.66 0.06
H -2.13 2.17 0.86
H -2.05 2.24 -1.02
H 1.18 1.14 3.60
*
```

=====

What is the stability order? It is entry Q, entry P, from most stable to least stable.

=====

Entry P
Molecular formula: C7H10N
Method: DFT, ωB97M-V/def2-TZVPD

## Properties
Lowest unoccupied orbital energy (spin up / spin down): -7.49 / -6.15 eV
Gap between HOMO and LUMO (spin up / spin down): 6.712 / 8.723 eV
E_HOMO (spin up / spin down): -14.198 / -14.876 eV

```
! RIJCOSX wB97M-V def2-TZVPD def2/J DEFGRID3
* xyz 1 1
C 0.04 1.38 -1.51
C 0.16 2.59 -1.83
C 0.02 0.07 -2.27
C 1.52 -0.17 0.54
C 0.05 -0.13 0.61
C -0.54 -1.58 0.71
C -0.68 0.83 1.54
N -0.24 0.26 -0.79
H -0.77 -0.08 -3.00
H 1.03 -0.38 -2.42
H 1.88 0.89 0.38
H 2.06 -1.15 0.36
H -1.28 -1.59 0.00
H -0.68 -1.83 1.73
H 0.16 -2.34 0.36
H -0.63 1.88 1.21
H -0.31 0.72 2.64
H -1.80 0.63 1.72
*
```

=====

Entry Q
Molecular formula: C7H10N
Method: DFT, ωB97M-V/def2-TZVPD

## Properties
Lowest unoccupied orbital energy: -5.19 eV
SMILES: C=C1[N+](=C)C12CCC2
Gap between HOMO and LUMO: 9.667 eV
E_HOMO: -14.855 eV

```
! RIJCOSX wB97M-V def2-TZVPD def2/J DEFGRID3
* xyz 1 1
C -1.48 -2.24 0.51
C -0.78 -1.10 0.48
N 0.16 -0.47 1.32
C 0.91 -0.38 2.33
C -0.03 0.08 -0.10
C -0.50 1.44 -0.48
C 0.43 1.53 -1.68
C 0.94 0.06 -1.27
H -1.70 -2.83 1.48
H -2.19 -2.53 -0.32
H 1.52 0.58 2.27
H 0.96 -0.98 3.20
H -0.19 2.20 0.23
H -1.55 1.71 -0.73
H -0.14 1.59 -2.54
H 1.07 2.34 -1.73
H 0.55 -0.74 -1.88
H 2.03 -0.24 -1.09
*
```

=====

What is the stability order? It is entry Q, entry P, from most stable to least stable.

=====

Entry P
Molecular formula: CH10N2O3
Method: DFT, ωB97M-V/def2-TZVPD

## Properties
Lowest unoccupied orbital energy: 0.70 eV
SMILES: [H]/N=C/N.O.O.O
Gap between HOMO and LUMO: 9.903 eV
E_HOMO: -9.201 eV

```
! RIJCOSX wB97M-V def2-TZVPD def2/J DEFGRID3
* xyz 0 1
H -3.12 0.52 -0.12
N -2.53 -0.12 -0.64
C -1.52 -0.39 0.11
N -0.80 -1.54 0.01
H -1.05 0.37 0.75
H 0.03 -1.64 0.56
H -0.83 -2.10 -0.82
O 1.94 1.07 0.34
H 1.33 1.16 -0.41
H 2.80 0.95 -0.09
O 0.13 1.43 -1.95
H -0.44 0.67 -1.72
H -0.41 1.87 -2.62
O 1.54 -1.11 2.12
H 1.23 -0.76 2.96
H 1.71 -0.36 1.53
*
```

=====

Entry Q
Molecular formula: CH10N2O3
Method: DFT, ωB97M-V/def2-TZVPD

## Properties
Lowest unoccupied orbital energy: 0.83 eV
SMILES: [H]/N=C/N.O.O.O
Gap between HOMO and LUMO: 10.506 eV
E_HOMO: -9.678 eV

```
! RIJCOSX wB97M-V def2-TZVPD def2/J DEFGRID3
* xyz 0 1
H -1.00 -0.14 2.54
N -0.65 -0.01 1.59
C -1.64 0.27 0.84
N -1.60 0.88 -0.41
H -2.70 0.09 1.10
H -0.91 0.58 -1.09
H -2.43 1.17 -0.88
O 1.48 0.88 -0.25
H 0.94 0.49 0.47
H 1.74 1.72 0.13
O 1.22 -2.99 1.24
H 1.29 -2.17 1.74
H 2.11 -3.18 0.96
O 0.39 0.65 -2.81
H 0.87 1.42 -3.12
H 0.91 0.34 -2.04
*
```

=====

What is the stability order? It is entry P, entry Q, from most stable to least stable.

=====

Entry P
Molecular formula: C5H7N
Method: DFT, ωB97M-V/def2-TZVPD

## Properties
Lowest unoccupied orbital energy (spin up / spin down): 1.14 / -0.99 eV
Gap between HOMO and LUMO (spin up / spin down): 6.011 / 8.802 eV
E_HOMO (spin up / spin down): -4.867 / -9.795 eV

```
! RIJCOSX wB97M-V def2-TZVPD def2/J DEFGRID3
* xyz 0 3
C 0.68 1.53 -0.64
C 0.96 0.45 0.04
C -2.05 -0.71 0.17
C -1.70 0.44 -0.35
C 1.80 -0.71 0.41
N -0.39 1.13 0.36
H 0.69 2.40 -1.27
H -2.76 -1.34 -0.24
H -1.40 -0.93 1.08
H -2.05 0.89 -1.19
H 1.36 -1.64 0.92
H 2.52 -0.59 1.23
H 2.35 -0.92 -0.51
*
```

=====

Entry Q
Molecular formula: C5H7N
Method: DFT, ωB97M-V/def2-TZVPD

## Properties
Lowest unoccupied orbital energy (spin up / spin down): 1.11 / -0.82 eV
Gap between HOMO and LUMO (spin up / spin down): 7.844 / 9.446 eV
E_HOMO (spin up / spin down): -6.737 / -10.263 eV

```
! RIJCOSX wB97M-V def2-TZVPD def2/J DEFGRID3
* xyz 0 3
C -1.71 -0.25 0.04
C -0.70 -1.40 -0.18
C 0.97 0.27 -0.25
C -0.02 1.48 0.07
C 0.48 -0.97 0.45
N -1.33 0.90 0.07
H -0.92 -2.42 0.08
H -0.46 -1.38 -1.24
H 0.95 -0.13 -1.23
H 1.92 0.73 0.03
H 0.30 1.75 1.09
H -0.03 2.39 -0.52
H 0.57 -0.97 1.59
*
```

=====

What is the stability order? It is entry Q, entry P, from most stable to least stable.

=====

Entry P
Molecular formula: C8H32N8O8
Method: DFT, ωB97M-V/def2-TZVPD

## Properties
Lowest unoccupied orbital energy: 0.21 eV
SMILES: NC(N)=O.NC(N)=O.NC(N)=O.NC(N)=O.CO.CO.CO.CO
Gap between HOMO and LUMO: 9.226 eV
E_HOMO: -9.020 eV

```
! RIJCOSX wB97M-V def2-TZVPD def2/J DEFGRID3
* xyz 0 1
N 4.53 -7.85 -1.85
C 4.14 -6.80 -1.16
N 4.34 -5.67 -1.78
O 3.57 -6.95 -0.04
H 4.98 -7.70 -2.74
H 4.22 -8.76 -1.56
H 4.97 -5.64 -2.57
H 4.07 -4.79 -1.37
N 3.90 -4.42 5.34
C 5.18 -4.41 5.54
N 5.81 -3.43 4.97
O 5.73 -5.18 6.33
H 3.37 -5.02 5.95
H 3.49 -3.95 4.55
H 6.76 -3.16 5.17
H 5.09 -2.75 4.80
N -0.22 0.86 1.41
C 0.36 0.55 0.33
N 0.02 1.23 -0.79
O 1.17 -0.35 0.35
H -0.02 0.20 2.15
H -0.78 1.69 1.56
H -0.67 1.97 -0.79
H 0.44 0.85 -1.62
N -2.48 1.62 6.84
C -2.07 0.67 7.63
N -2.67 0.65 8.79
O -1.24 -0.15 7.27
H -1.89 2.09 6.17
H -3.36 2.05 7.08
H -3.38 1.32 9.05
H -2.43 -0.03 9.49
C -2.62 6.07 0.62
O -2.30 5.50 1.88
H -3.39 6.83 0.53
H -1.75 6.50 0.12
H -3.10 5.28 0.05
H -2.19 6.25 2.47
C -6.19 6.26 -5.32
O -5.74 6.08 -3.96
H -7.11 6.83 -5.19
H -5.34 6.71 -5.82
H -6.54 5.34 -5.79
H -4.95 5.54 -4.09
C 3.64 -0.89 -5.75
O 2.90 -0.94 -6.92
H 4.70 -0.83 -6.01
H 3.24 -0.24 -4.98
H 3.74 -1.89 -5.33
H 3.27 -0.23 -7.45
C -4.05 0.41 -5.87
O -4.36 1.31 -4.85
H -4.05 -0.62 -5.50
H -4.67 0.60 -6.74
H -3.00 0.53 -6.16
H -5.09 0.85 -4.43
*
```

=====

Entry Q
Molecular formula: C8H32N8O8
Method: DFT, ωB97M-V/def2-TZVPD

## Properties
Lowest unoccupied orbital energy: -0.10 eV
SMILES: NC(N)=O.NC(N)=O.NC(N)=O.NC(N)=O.CO.CO.CO.CO
Gap between HOMO and LUMO: 8.997 eV
E_HOMO: -9.092 eV

```
! RIJCOSX wB97M-V def2-TZVPD def2/J DEFGRID3
* xyz 0 1
N 0.19 0.75 0.47
C 0.91 -0.16 -0.12
N 1.47 -0.91 0.78
O 1.19 -0.08 -1.32
H 0.05 0.59 1.46
H -0.16 1.55 -0.03
H 1.11 -0.80 1.72
H 2.20 -1.60 0.65
N -3.03 3.48 3.50
C -2.87 2.58 2.59
N -3.92 1.78 2.63
O -1.85 2.44 1.91
H -2.25 3.98 3.90
H -3.91 3.66 3.96
H -3.53 0.96 2.20
H -4.75 1.77 3.21
N 0.05 -3.33 -4.93
C 0.91 -2.44 -4.47
N 0.64 -2.28 -3.20
O 1.82 -1.90 -5.07
H -0.67 -3.70 -4.32
H 0.29 -3.75 -5.82
H 1.06 -1.46 -2.79
H -0.15 -2.79 -2.83
N 5.39 -2.86 -0.95
C 4.67 -1.74 -0.97
N 3.53 -1.89 -1.55
O 5.07 -0.70 -0.47
H 6.09 -2.75 -0.24
H 4.92 -3.73 -1.17
H 3.53 -2.62 -2.25
H 2.82 -1.21 -1.77
C -1.36 0.29 4.54
O -0.48 -0.66 4.05
H -0.85 1.26 4.47
H -2.27 0.18 3.96
H -1.71 0.16 5.57
H 0.41 -0.30 4.16
C -0.52 1.57 -4.52
O 0.62 2.14 -3.83
H -1.28 1.94 -3.83
H -0.70 2.01 -5.51
H -0.51 0.49 -4.61
H 0.80 1.56 -3.09
C -0.03 -3.54 2.22
O -1.22 -2.78 2.41
H 0.17 -3.50 1.15
H 0.83 -3.39 2.87
H -0.28 -4.59 2.36
H -1.01 -2.03 2.98
C -2.10 4.94 -0.14
O -0.91 4.18 -0.15
H -2.15 5.89 -0.67
H -2.95 4.52 -0.68
H -2.37 5.13 0.90
H -0.97 3.69 0.67
*
```

=====

What is the stability order? It is entry Q, entry P, from most stable to least stable.